# C34H26ClN13O5Pb

A structure of composition C34H26ClN13O5Pb at a distorted geometry (ωB97M-V/def2-TZVPD, the Open Molecules 2025 dataset).

The calculation puts the lowest unoccupied orbital energy at 4.0 eV. Its highest occupied orbital energy is -0.90 eV. As for the charge: -2. The calculation puts the total energy at -3052.37343 hartree. The molar mass comes out at 939.3 g/mol.

Geometry (Å):
Pb: -12.145 -15.327 -5.272
N: -14.388 -10.027 -1.879
C: -13.117 -10.587 -2.056
N: -12.878 -11.528 -3.189
C: -13.803 -11.577 -4.304
N: -13.000 -11.077 -5.476
N: -11.851 -13.065 -5.886
C: -10.871 -12.207 -5.347
C: -10.245 -12.681 -4.059
C: -9.144 -12.008 -3.508
C: -8.719 -12.363 -2.226
C: -9.351 -13.418 -1.617
C: -10.275 -14.168 -2.268
N: -10.780 -13.743 -3.481
C: -15.038 -10.791 -4.086
C: -15.922 -10.753 -5.147
C: -17.124 -10.127 -5.011
C: -17.495 -9.474 -3.809
C: -16.589 -9.369 -2.775
C: -15.356 -10.055 -2.932
H: -14.670 -10.110 -0.931
H: -12.770 -11.076 -1.138
H: -10.014 -11.857 -5.895
H: -8.698 -11.222 -4.090
H: -7.997 -11.825 -1.676
H: -9.066 -13.763 -0.635
H: -10.635 -15.122 -1.864
H: -15.708 -11.316 -6.009
H: -17.823 -10.065 -5.868
H: -18.434 -8.919 -3.803
H: -16.820 -8.671 -1.975
O: -13.892 -16.343 -9.532
C: -13.300 -16.243 -8.443
O: -13.693 -15.810 -7.358
C: -11.792 -16.656 -8.392
C: -11.224 -17.325 -9.516
C: -9.902 -17.717 -9.420
C: -9.216 -17.428 -8.251
C: -9.837 -16.736 -7.224
N: -11.108 -16.414 -7.287
C: -9.154 -16.401 -5.912
O: -7.969 -16.766 -5.858
O: -9.811 -15.816 -5.015
H: -11.856 -17.509 -10.371
H: -9.390 -18.339 -10.208
H: -8.213 -17.748 -8.040
N: -16.564 -15.328 0.689
C: -17.652 -16.001 0.298
N: -18.373 -16.712 1.296
N: -18.050 -16.104 -0.942
C: -17.399 -15.331 -1.786
N: -16.768 -14.536 -2.332
H: -16.063 -15.662 1.543
H: -15.909 -15.075 -0.104
H: -18.320 -16.272 2.167
H: -19.321 -16.663 0.989
Cl: -13.608 -15.837 -0.652
C: -12.782 -15.668 0.904
C: -12.783 -16.733 1.771
C: -12.071 -16.729 2.947
C: -11.292 -15.581 3.229
C: -11.323 -14.489 2.402
C: -12.165 -14.442 1.222
C: -12.332 -13.282 0.507
H: -13.357 -17.623 1.456
H: -12.060 -17.536 3.677
H: -10.628 -15.597 4.111
H: -10.697 -13.655 2.628
H: -11.955 -12.354 0.804
H: -12.832 -13.337 -0.451
N: -13.717 -12.627 -7.266
C: -13.066 -12.487 -6.028
O: -14.064 -12.819 -4.888
C: -11.660 -10.867 -5.076
C: -11.004 -9.708 -5.718
N: -10.389 -8.853 -6.225
C: -11.997 -10.566 -3.600
N: -12.068 -9.653 -2.724
H: -13.294 -13.356 -7.795
H: -14.692 -12.846 -7.126

These are the Mulliken partial charges, in e, on atoms 1 to 8: number 1, Pb, carries 1.07; number 2, N, carries -0.19; number 3, C, carries 0.09; number 4, N, carries 0.19; number 5, C, carries 1.40; number 6, N, carries -0.59; number 7, N, carries -0.75; number 8, C, carries -0.18



# C34H26N11O3PtSe

A structure of composition C34H26N11O3PtSe at a distorted geometry (ωB97M-V/def2-TZVPD, the Open Molecules 2025 dataset).

The calculation puts the lowest unoccupied orbital energy at -4.7 eV. Its highest occupied orbital energy is -9.83 eV. As for the charge: +1. The calculation puts the total energy at -4659.85285 hartree. The molar mass comes out at 910.7 g/mol.

Geometry (Å):
Pt: -0.626 1.699 -1.184
C: -3.212 1.357 3.777
N: -2.893 1.637 2.396
C: -1.757 1.443 1.725
N: -1.961 1.704 0.437
C: -3.269 2.072 0.386
N: -3.840 2.034 1.555
C: -3.463 -0.124 3.964
C: -4.726 -0.614 4.267
C: -4.924 -1.974 4.459
C: -3.874 -2.861 4.325
C: -2.614 -2.380 3.975
C: -2.414 -1.013 3.805
C: -1.510 -3.279 3.731
N: -1.416 -4.553 3.968
N: -0.234 -4.963 3.501
C: 0.364 -3.929 2.988
O: -0.397 -2.812 3.110
C: 1.619 -3.866 2.277
C: 2.337 -5.025 1.993
C: 3.493 -4.936 1.239
C: 3.928 -3.708 0.766
C: 3.224 -2.545 1.060
C: 3.744 -1.212 0.568
N: 2.725 -0.199 0.450
C: 1.622 -0.192 -0.297
N: 0.950 0.934 -0.072
C: 1.713 1.590 0.838
N: 2.782 0.920 1.166
C: 2.076 -2.629 1.825
H: -4.108 1.932 4.016
H: -2.383 1.688 4.407
H: -0.826 1.163 2.178
H: -3.790 2.359 -0.505
H: -5.559 0.064 4.355
H: -5.908 -2.339 4.706
H: -4.007 -3.920 4.473
H: -1.425 -0.658 3.554
H: 1.975 -5.970 2.364
H: 4.056 -5.827 1.010
H: 4.823 -3.655 0.168
H: 4.235 -1.338 -0.402
H: 4.474 -0.811 1.278
H: 1.330 -0.988 -0.956
H: 1.476 2.554 1.242
H: 1.518 -1.742 2.086
O: 0.206 -3.701 -6.086
C: 0.943 -2.600 -6.301
O: 1.695 -2.548 -7.236
C: 0.810 -1.470 -5.338
C: -0.032 -1.452 -4.224
C: -0.055 -0.358 -3.392
C: 0.748 0.774 -3.626
C: 1.588 0.751 -4.757
C: 1.604 -0.345 -5.583
N: 0.658 1.807 -2.733
C: 1.330 2.963 -2.855
C: 1.208 4.008 -1.930
C: 1.932 5.223 -2.056
C: 1.761 6.217 -1.131
C: 0.862 6.025 -0.070
C: 0.189 4.825 0.002
N: 0.360 3.854 -0.876
H: -0.389 -3.640 -5.328
H: -0.687 -2.282 -3.995
H: -0.733 -0.341 -2.535
H: 2.218 1.592 -4.997
H: 2.234 -0.363 -6.459
H: 1.982 3.107 -3.705
H: 2.607 5.334 -2.889
H: 2.306 7.143 -1.216
H: 0.700 6.788 0.670
H: -0.519 4.625 0.798
Se: -3.960 3.871 -3.797
C: -2.812 2.911 -2.957
N: -2.083 2.191 -2.373

These are the Mulliken partial charges, in e, on atoms 1 to 8: number 1, Pt, carries 0.49; number 2, C, carries -1.32; number 3, N, carries 1.05; number 4, C, carries -0.11; number 5, N, carries -0.53; number 6, C, carries -0.33; number 7, N, carries -0.97; number 8, C, carries 1.14



# C34H26N5O4S4SbSe4Tc

A structure of composition C34H26N5O4S4SbSe4Tc at a distorted geometry (ωB97M-V/def2-TZVPD, the Open Molecules 2025 dataset).

The calculation puts the lowest unoccupied orbital energy (spin up / spin down) at 2.8 / 2.8 eV. As for the energy above the lowest of the compared OMol25 structures with the same formula, charge and spin: 8.374 eV. Its highest occupied orbital energy (spin up / spin down) is -0.37 / -2.10 eV. As for the charge: -2. The calculation puts the total energy at -13405.40554 hartree. The molar mass comes out at 1232.5 g/mol. As for the multiplicity: 2. Its expectation value of S² is 0.7656.

Geometry (Å):
Tc: -1.050 0.778 0.275
S: 0.697 3.899 2.944
C: -1.000 4.144 3.104
C: -1.737 3.238 2.414
C: -0.924 2.315 1.692
C: 0.422 2.561 1.874
C: 1.450 1.791 1.236
C: 2.822 1.936 1.458
C: 3.698 1.104 0.796
C: 3.207 0.130 -0.066
C: 1.837 0.047 -0.233
N: 0.994 0.864 0.374
H: -1.346 4.965 3.709
H: -2.821 3.200 2.393
H: 3.155 2.695 2.153
H: 4.766 1.198 0.955
H: 3.849 -0.565 -0.589
H: 1.403 -0.701 -0.881
Se: -6.781 -0.962 0.661
Sb: -5.187 0.641 1.477
Se: -3.166 0.906 0.423
Se: -2.013 1.720 -1.356
Se: -5.913 0.350 3.767
O: -0.553 -0.731 1.434
C: -0.513 -1.649 2.487
C: 0.259 -2.840 1.925
C: 1.485 -2.823 1.332
C: 1.848 -4.073 0.769
C: 0.880 -5.012 0.936
S: -0.483 -4.390 1.776
C: 0.229 -0.983 3.637
C: 1.490 -1.181 4.113
C: 1.831 -0.271 5.149
C: 0.824 0.596 5.429
S: -0.551 0.333 4.440
C: -1.873 -2.132 2.957
C: -3.045 -2.217 2.276
C: -4.084 -2.863 3.004
C: -3.662 -3.277 4.223
S: -2.024 -2.860 4.522
H: 2.113 -1.946 1.290
H: 2.789 -4.250 0.269
H: 0.878 -6.037 0.607
H: 2.150 -1.957 3.758
H: 2.786 -0.275 5.654
H: 0.798 1.386 6.160
H: -3.189 -1.787 1.289
H: -5.100 -2.962 2.639
H: -4.241 -3.751 4.994
C: -1.150 -3.614 -3.716
N: -1.198 -2.238 -3.293
C: -0.513 -1.218 -4.049
C: -0.423 -0.026 -3.049
O: -1.332 0.904 -3.261
N: -0.664 -0.704 -1.738
C: -1.188 -1.857 -1.982
N: -1.717 -2.649 -1.010
H: -1.499 -3.675 -4.747
H: -1.796 -4.224 -3.087
H: -0.126 -4.009 -3.657
H: -1.083 -0.934 -4.935
H: 0.506 -1.517 -4.329
H: -1.951 -2.166 -0.151
H: -2.456 -3.268 -1.307
O: 0.868 4.621 -1.180
C: 1.120 3.789 -2.062
N: 0.794 2.442 -1.940
C: 1.176 1.801 -3.026
O: 0.955 0.465 -3.237
C: 1.801 2.676 -3.960
C: 2.326 2.522 -5.247
C: 2.766 3.651 -5.908
C: 2.708 4.923 -5.313
C: 2.203 5.088 -4.034
C: 1.751 3.963 -3.364
H: 2.377 1.546 -5.715
H: 3.160 3.560 -6.914
H: 3.047 5.785 -5.876
H: 2.135 6.062 -3.566

These are the Mulliken partial charges, in e, on atoms 1 to 8: number 1, Tc, carries 0.05; number 2, S, carries -0.38; number 3, C, carries -0.45; number 4, C, carries -0.28; number 5, C, carries 0.18; number 6, C, carries 1.03; number 7, C, carries -0.23; number 8, C, carries -0.91